Entry 1:
# C7H16N2O2S

C7H16N2O2S in the gas phase in a non-equilibrium geometry (ωB97M-V/def2-TZVPD, the OMol25 dataset).

Last columns: bonded neighbours and bond lengths (Å).
Cartesian coordinates (Å):
1 C -0.86539 -2.03401 0.97436  C2 1.544, N8 1.490, H13 1.062, H14 1.097
2 C -0.34965 -1.20129 2.16809  C1 1.544, N9 1.469, H15 1.186, H16 1.024
3 C -0.41387 -0.31600 -0.76235  N8 1.413, S12 1.783, H17 1.132
4 C 0.19382 0.98429 1.08882  C5 1.542, C6 1.538, N9 1.450
5 C 1.69292 1.09644 1.43331  C4 1.542, H18 1.015, H19 1.104, H20 1.081
6 C -0.56309 2.19903 0.52720  C4 1.538, H21 1.173, H22 1.144, H23 1.153
7 C -0.16986 -0.45649 -3.50114  S12 1.817, H24 1.109, H25 1.069, H26 1.031
8 N -0.32596 -1.66886 -0.36581  C1 1.490, C3 1.413, H27 0.963
9 N -0.58070 0.24552 2.06642  C2 1.469, C4 1.450, H28 1.000
10 O 1.92502 -0.74992 -1.72598  S12 1.462
11 O 0.97020 1.51305 -2.03299  S12 1.445
12 S 0.76476 0.08312 -2.03961  C3 1.783, C7 1.817, O10 1.462, O11 1.445
13 H -0.63087 -3.06587 1.06484  C1 1.062
14 H -1.93111 -1.77325 0.97277  C1 1.097
15 H -0.94959 -1.59935 3.11003  C2 1.186
16 H 0.64902 -1.29247 2.37715  C2 1.024
17 H -1.45488 0.04378 -1.02373  C3 1.132
18 H 1.80723 2.07960 1.20996  C5 1.015
19 H 2.29140 0.35675 0.87295  C5 1.104
20 H 1.63240 0.95748 2.50413  C5 1.081
21 H -0.64873 3.05784 1.32184  C6 1.173
22 H -1.58023 1.90081 0.09771  C6 1.144
23 H 0.03987 2.73022 -0.29992  C6 1.153
24 H -0.92076 0.30096 -3.80384  C7 1.109
25 H 0.66893 -0.37933 -4.15910  C7 1.069
26 H -0.34362 -1.45706 -3.32084  C7 1.031
27 H 0.61462 -1.83975 -0.48455  N8 0.963
28 H -1.52185 0.28475 1.73028  N9 1.000

Properties
HOMO energy (spin up / spin down) = -6.85 / -6.86 eV
Molar mass = 192.28 u
ΔE to the lowest compared entry with this formula, charge and spin = 3.643 eV

---

Entry 2:
# C24H31N2O6S2

2 unconnected molecules or ions with the total composition C24H31N2O6S2 in a non-equilibrium geometry (ωB97M-V/def2-TZVPD, the OMol25 dataset).

Last columns: bonded neighbours and bond lengths (Å).
Cartesian coordinates (Å):
1 O -4.73140 -5.10788 1.91676  C2 1.215
2 C -3.62382 -4.79225 1.53064  O1 1.215, O3 1.342, C8 1.523
3 O -2.49827 -5.43388 1.88108  C2 1.342, C4 1.442
4 C -2.56141 -5.97963 3.21390  O3 1.442, C5 1.557, H29 1.094, H30 1.092
5 C -1.31280 -6.89443 3.38519  C4 1.557, C6 1.533, O7 1.398, H31 1.096
6 C -1.27404 -7.64573 4.72034  C5 1.533, O7 1.501, H32 1.087, H33 1.087
7 O -0.38981 -6.48928 4.35413  C5 1.398, C6 1.501
8 C -3.55373 -3.58295 0.60675  C2 1.523, C9 1.401, C28 1.380
9 C -4.43657 -2.54163 0.91965  C8 1.401, C10 1.355, H34 1.086
10 C -4.45782 -1.45301 0.11344  C9 1.355, N11 1.352, H35 1.087
11 N -3.65941 -1.36115 -0.97319  C10 1.352, C12 1.484, C24 1.335
12 C -3.82086 -0.13213 -1.78891  N11 1.484, C13 1.544, H36 1.090, H37 1.099
13 C -3.35348 1.15664 -1.07895  C12 1.544, C14 1.565, H38 1.094, H39 1.100
14 C -1.83660 1.41191 -1.36978  C13 1.565, S15 1.838, H40 1.096, H41 1.091
15 S -1.80344 2.33440 -2.95932  C14 1.838, C16 1.799
16 C -0.16395 3.02849 -3.21428  S15 1.799, S17 1.615, N18 1.431
17 S 0.34391 3.23294 -4.73327  C16 1.615
18 N 0.71162 3.41405 -2.14999  C16 1.431, C19 1.458, C23 1.469
19 C 1.32133 2.27877 -1.46828  N18 1.458, C20 1.556, H42 1.097, H43 1.107
20 C 2.60229 2.83984 -0.78496  C19 1.556, O21 1.424, H44 1.100, H45 1.100
21 O 2.38729 4.16946 -0.32401  C20 1.424, C22 1.405
22 C 1.05120 4.39645 0.04634  O21 1.405, C23 1.566, H46 1.105, H47 1.095
23 C 0.07984 4.31632 -1.17877  N18 1.469, C22 1.566, H48 1.104, H49 1.096
24 C -2.79522 -2.33814 -1.25576  N11 1.335, C25 1.526, C28 1.385
25 C -1.87466 -2.23889 -2.46883  C24 1.526, O26 1.417, H50 1.102, H51 1.103
26 O -1.52542 -3.56251 -2.83407  C25 1.417, O27 1.411
27 O -0.37299 -3.54677 -3.64722  O26 1.411, H52 0.972
28 C -2.71042 -3.48345 -0.48102  C8 1.380, C24 1.385, H53 1.085
29 H -2.47721 -5.21331 3.98980  C4 1.094
30 H -3.37355 -6.69310 3.36519  C4 1.092
31 H -0.94547 -7.42643 2.50048  C5 1.096
32 H -0.74043 -8.59255 4.74350  C6 1.087
33 H -1.68031 -7.15305 5.60044  C6 1.087
34 H -5.08225 -2.62151 1.78900  C9 1.086
35 H -5.14175 -0.63642 0.33182  C10 1.087
36 H -3.36654 -0.20456 -2.77688  C12 1.090
37 H -4.90184 -0.02901 -1.96110  C12 1.099
38 H -3.58513 1.20002 -0.01012  C13 1.094
39 H -3.88187 1.98103 -1.58080  C13 1.100
40 H -1.29071 0.47092 -1.50014  C14 1.096
41 H -1.42990 1.98566 -0.53525  C14 1.091
42 H 1.56093 1.44366 -2.13774  C19 1.097
43 H 0.69874 1.84830 -0.66053  C19 1.107
44 H 3.34408 2.91852 -1.59281  C20 1.100
45 H 3.00553 2.15800 -0.02136  C20 1.100
46 H 0.74450 3.64455 0.79553  C22 1.105
47 H 0.89519 5.38003 0.50227  C22 1.095
48 H -0.89608 3.97166 -0.79357  C23 1.104
49 H -0.06436 5.29912 -1.64207  C23 1.096
50 H -0.96190 -1.66473 -2.24299  C25 1.102
51 H -2.39976 -1.80786 -3.33808  C25 1.103
52 H -0.33464 -2.70365 -4.13026  O27 0.972
53 H -2.01489 -4.27656 -0.73390  C28 1.085
54 C 5.97052 4.55468 -0.21409  C55 1.389, C59 1.389, H60 1.084
55 C 5.16493 4.28750 0.88500  C54 1.389, C56 1.390, H61 1.082
56 C 5.74383 3.95537 2.10391  C55 1.390, C57 1.389, H62 1.083
57 C 7.12613 3.89960 2.22510  C56 1.389, C58 1.388, H63 1.083
58 C 7.92999 4.17029 1.12608  C57 1.388, C59 1.388, H64 1.083
59 C 7.35270 4.49382 -0.09450  C54 1.389, C58 1.388, H65 1.083
60 H 5.51984 4.81132 -1.16564  C54 1.084
61 H 4.08857 4.33839 0.79052  C55 1.082
62 H 5.11670 3.74067 2.96082  C56 1.083
63 H 7.57693 3.64541 3.17637  C57 1.083
64 H 9.00781 4.12859 1.22084  C58 1.083
65 H 7.98032 4.70008 -0.95247  C59 1.083

Properties
HOMO energy = -10.50 eV
Molar mass = 507.65 u
ΔE to the lowest compared entry with this formula, charge and spin = 1.172 eV
Total charge = +1

---

Entry 3:
# C5H11N

C5H11N in the gas phase in a non-equilibrium geometry (ωB97M-V/def2-TZVPD, the OMol25 dataset).

Last columns: bonded neighbours and bond lengths (Å).
Cartesian coordinates (Å):
1 C -1.41703 -0.95619 0.90352  C4 1.507, H7 1.092, H8 1.092, H9 1.100
2 N 1.55816 -0.93177 0.87757  C3 1.391, H10 0.996, H11 1.010
3 C 0.79141 -0.15546 0.01458  N2 1.391, C4 1.338, C6 1.516
4 C -0.53963 -0.03950 0.09029  C1 1.507, C3 1.338, C5 1.509
5 C -1.34704 1.07226 -0.53370  C4 1.509, H12 1.092, H13 1.089, H14 1.087
6 C 1.61516 0.68183 -0.94330  C3 1.516, H15 1.093, H16 1.095, H17 1.082
7 H -1.95678 -0.46001 1.71316  C1 1.092
8 H -0.96964 -1.85358 1.33563  C1 1.092
9 H -2.16038 -1.32099 0.17920  C1 1.100
10 H 0.99031 -1.53533 1.42961  N2 0.996
11 H 2.53205 -1.17927 0.77945  N2 1.010
12 H -1.83971 0.73369 -1.44790  C5 1.092
13 H -0.71124 1.87634 -0.90117  C5 1.089
14 H -2.08486 1.48427 0.15060  C5 1.087
15 H 2.69416 0.55590 -0.81832  C6 1.093
16 H 1.45984 0.29084 -1.95386  C6 1.095
17 H 1.38524 1.73696 -0.87534  C6 1.082

Properties
HOMO energy = -7.33 eV
Molar mass = 85.15 u
ΔE to the lowest compared entry with this formula, charge and spin = 0.625 eV

---

Entry 4:
# C3H13BrSi3

2 unconnected molecules or ions with the total composition C3H13BrSi3 in a non-equilibrium geometry (ωB97M-V/def2-TZVPD, the OMol25 dataset).

Last columns: bonded neighbours and bond lengths (Å).
Cartesian coordinates (Å):
1 C 1.94312 0.29774 1.77566  Si6 1.936, H8 1.034, H9 1.098, H10 1.069
2 C 2.80439 -0.68699 -1.01926  Si6 1.931, H11 1.139, H12 1.071, H13 1.203
3 C 0.42794 1.41243 -0.77066  Si6 1.985, H14 1.092, H15 1.055, H16 1.071
4 Si -4.24953 -0.20777 0.02364  Br7 2.205, H17 1.468, H18 1.489, H19 1.404
5 Si 0.05037 -2.22084 0.20678  Si6 2.362, H20 1.495
6 Si 1.26047 -0.20032 0.03338  C1 1.936, C2 1.931, C3 1.985, Si5 2.362
7 Br -6.38813 0.21130 -0.31210  Si4 2.205
8 H 2.97445 0.36784 1.74802  C1 1.034
9 H 1.50600 1.19757 2.22877  C1 1.098
10 H 1.79455 -0.50036 2.47188  C1 1.069
11 H 3.16643 0.19865 -1.63749  C2 1.139
12 H 3.56992 -1.02525 -0.35126  C2 1.071
13 H 2.85797 -1.57472 -1.83010  C2 1.203
14 H 0.88793 1.56838 -1.74845  C3 1.092
15 H -0.60177 1.18712 -0.81405  C3 1.055
16 H 0.63663 2.21789 -0.09561  C3 1.071
17 H -3.68222 1.14111 0.14167  Si4 1.468
18 H -3.75200 -1.02520 -1.11687  Si4 1.489
19 H -3.96024 -0.74587 1.28816  Si4 1.404
20 H -1.24626 -1.61270 -0.22214  Si5 1.495

Properties
HOMO energy = -8.27 eV
Molar mass = 213.30 u
ΔE to the lowest compared entry with this formula, charge and spin = 2.103 eV

---

Entry 5:
# C7H13N2OS

A gas-phase ion, C7H13N2OS (charge +1) in a non-equilibrium geometry (ωB97M-V/def2-TZVPD, the OMol25 dataset).

Last columns: bonded neighbours and bond lengths (Å).
Cartesian coordinates (Å):
1 C -2.14218 -0.27407 0.11006  C2 1.499, N8 1.419, O10 1.223
2 C -1.77963 -1.41911 1.00703  C1 1.499, C3 1.584, H12 1.045, H13 1.048
3 C -0.19709 -1.45968 0.96773  C2 1.584, C6 1.490, H14 1.065, H15 1.056
4 C -0.78792 1.52599 -1.11351  C5 1.578, N8 1.439, H16 1.070, H17 1.027
5 C -0.19404 2.32372 0.11140  C4 1.578, S11 1.831, H18 1.129, H19 1.101
6 C 0.18509 -0.28653 0.13313  C3 1.490, C7 1.549, N8 1.425, S11 1.870
7 C 1.28884 -0.71042 -0.86771  C6 1.549, N9 1.500, H20 1.102, H21 1.091
8 N -0.97368 0.22965 -0.51699  C1 1.419, C4 1.439, C6 1.425
9 N 2.63497 -0.40063 -0.28180  C7 1.500, H22 1.117, H23 1.049, H24 0.974
10 O -3.24082 0.24771 -0.01510  C1 1.223
11 S 0.73505 1.16288 1.17928  C5 1.831, C6 1.870
12 H -2.13464 -1.23098 1.97146  C2 1.045
13 H -2.12320 -2.34280 0.65110  C2 1.048
14 H 0.20531 -1.39765 1.95178  C3 1.065
15 H 0.10107 -2.34831 0.48034  C3 1.056
16 H -1.64940 2.10281 -1.37727  C4 1.070
17 H -0.09977 1.59111 -1.87344  C4 1.027
18 H 0.45216 3.24519 0.01946  C5 1.129
19 H -1.13570 2.58140 0.61981  C5 1.101
20 H 1.23858 -0.26768 -1.87577  C7 1.102
21 H 1.29038 -1.78684 -1.04275  C7 1.091
22 H 2.37967 0.59804 0.14882  N9 1.117
23 H 3.38879 -0.75396 -0.91984  N9 1.049
24 H 2.55819 -0.92987 0.53277  N9 0.974

Properties
HOMO energy = -13.22 eV
Molar mass = 173.26 u
ΔE to the lowest compared entry with this formula, charge and spin = 0.881 eV
Total charge = +1

---

| no. | E_tot (a.u.) |
| --- | --- |
| 1 | -934.337131 |
| 2 | -2289.951295 |
| 3 | -251.839557 |
| 4 | -3564.510108 |
| 5 | -857.198215 |